DFT (ωB97M-V/def2-TZVPD) results for a molecular structure, C26H20BBr4Cl5N4O4STa.

Results
Relative energy (zero: lowest compared OMol25 entry of this formula, charge and spin) = 0.00 kcal per mole
E_LUMO = -3.866 eV
Frontier orbital gap = 7.18 eV

The geometry in ORCA input format:
```
! wB97M-V def2-TZVPD RIJCOSX def2/J DEFGRID3
* xyz 1 1
Ta -0.5908 -0.4026 0.0757
Br -2.0851 2.4073 6.2588
C -2.0107 1.2504 4.7819
C -2.5985 -0.0209 4.8372
Br -3.4789 -0.5894 6.3948
C -2.5383 -0.8813 3.7371
Br -3.2949 -2.5922 3.7119
C -1.8905 -0.4486 2.5983
O -1.7597 -1.1329 1.4461
C -1.3076 0.8103 2.5477
O -0.6877 1.0579 1.3590
C -1.3579 1.6713 3.6216
Br -0.5240 3.3441 3.4413
Cl -6.1840 -3.4661 -3.8425
C -4.7528 -2.9440 -3.0650
C -4.7754 -1.8193 -2.2430
Cl -6.2253 -0.9409 -2.0072
C -3.6089 -1.4055 -1.6101
Cl -3.6097 0.0033 -0.6149
C -2.4181 -2.1043 -1.7808
O -1.2810 -1.7091 -1.1806
C -2.3974 -3.2150 -2.6191
Cl -0.9023 -4.0327 -2.8382
C -3.5565 -3.6403 -3.2569
Cl -3.5125 -5.0131 -4.2746
S -1.0754 1.7916 -4.0887
C -0.9325 0.6561 -2.8455
N -0.9864 1.1113 -1.6232
C -1.1599 2.5077 -1.6207
C -1.2861 3.3549 -0.5171
C -1.4682 4.7023 -0.7409
C -1.5286 5.2316 -2.0361
C -1.4102 4.4105 -3.1350
C -1.2285 3.0485 -2.9094
H -0.8115 -0.3954 -3.0708
H -1.2321 2.9710 0.4889
H -1.5680 5.3649 0.1088
H -1.6716 6.2947 -2.1743
H -1.4600 4.8055 -4.1409
C 2.2583 -1.7471 -2.0988
N 3.0433 -1.0455 -1.0892
C 4.3804 -1.5875 -0.8124
C 4.9001 -1.1088 0.5266
C 4.6147 0.3707 0.6842
N 3.1806 0.6205 0.5202
C 2.5862 1.6718 1.3409
C 2.4901 -0.0664 -0.3759
O 1.2414 0.2235 -0.6011
H 1.6236 -2.5158 -1.6514
H 2.9484 -2.2214 -2.7928
H 1.6411 -1.0478 -2.6558
H 5.0443 -1.3011 -1.6312
H 4.2969 -2.6746 -0.8130
H 5.9717 -1.2920 0.5873
H 4.4185 -1.6551 1.3377
H 5.1702 0.9640 -0.0485
H 4.8906 0.7160 1.6781
H 2.7099 1.4135 2.3929
H 1.5305 1.7827 1.1272
H 3.0880 2.6196 1.1436
B 2.5417 -2.1295 3.0807
C 1.5228 -1.8705 1.9455
N 0.7710 -1.6300 1.0899
H 3.1685 -1.0917 3.1726
H 1.9027 -2.3894 4.0689
H 3.2321 -3.0500 2.7002
*
```

Löwdin population analysis, charges in e, atoms 1 to 2: 1.887, 0.773

***

DFT (ωB97M-V/def2-TZVPD) results for 2 unconnected molecules or ions with the total composition C3H9NO3 in a non-equilibrium geometry.

Results
Relative energy (zero: lowest compared OMol25 entry of this formula, charge and spin) = 24.38 kcal per mole
E_LUMO = 0.604 eV
Frontier orbital gap = 10.80 eV

The geometry in ORCA input format:
```
! wB97M-V def2-TZVPD RIJCOSX def2/J DEFGRID3
* xyz 0 1
C -0.7265 -0.5674 -2.3091
C 0.4867 0.2827 -2.0164
N 0.2249 1.2529 -0.9348
C 0.1193 0.9867 0.3936
O 0.4648 -0.0726 1.0190
O -0.5016 2.0016 1.1334
H -0.4089 -1.4772 -2.9115
H -1.5344 -0.1755 -2.8470
H -1.2295 -0.8485 -1.3577
H 0.7511 0.8025 -2.9979
H 1.3430 -0.3668 -1.7411
H 0.5517 2.2148 -1.0172
H -0.6384 1.7263 2.1086
O 0.0732 -3.1266 2.3114
H -0.3131 -3.0663 3.1433
H 0.3361 -2.2108 2.0445
*
```

Löwdin population analysis, charges in e, atoms 1 to 2: -0.104, -0.228

***

no.,highest occupied orbital energy (eV)
1,-11.0
2,-10.2